w.
ORCA calculation (wB97M-V/def2-TZVPD) on a molecular structure, C23H19N5O4S3SbSe4Tc.

XYZ file:
```
60
C23H19N5O4S3SbSe4Tc (wB97M-V/def2-TZVPD)
Tc -0.536 0.348 0.229
N 3.217 -1.729 -0.726
C 2.125 -1.140 -0.170
S 0.725 -0.863 -1.358
N 2.038 -0.869 1.067
N 0.882 -0.248 1.534
C 0.869 -0.028 2.821
C -0.150 0.642 3.526
C -0.020 0.692 4.935
C -0.922 1.361 5.709
C -2.005 2.021 5.103
C -2.151 2.012 3.738
C -1.235 1.346 2.913
O -1.402 1.460 1.612
H 3.075 -2.239 -1.580
H 3.903 -2.110 -0.093
H 1.723 -0.399 3.382
H 0.825 0.192 5.394
H -0.790 1.408 6.782
H -2.711 2.569 5.709
H -2.946 2.564 3.255
S 1.205 2.659 -3.710
C 2.664 1.788 -3.636
C 2.544 0.663 -2.886
C 1.237 0.520 -2.346
C 0.369 1.523 -2.710
C -1.058 1.792 -2.404
C -1.811 2.492 -3.337
C -3.150 2.749 -3.109
C -3.717 2.316 -1.928
C -2.916 1.663 -1.017
N -1.620 1.388 -1.234
H 3.542 2.155 -4.148
H 3.350 -0.035 -2.711
H -1.345 2.792 -4.264
H -3.739 3.271 -3.851
H -4.762 2.466 -1.696
H -3.306 1.357 -0.057
N 1.112 2.213 0.123
C 0.820 3.221 1.125
C 1.482 3.220 2.339
C 1.093 4.110 3.338
C 0.049 4.994 3.102
C -0.584 5.021 1.864
C -0.195 4.134 0.874
S -0.552 6.053 4.443
O -1.704 5.307 4.944
O 0.556 6.120 5.376
O -0.900 7.299 3.792
H 2.039 1.835 0.285
H 1.114 2.657 -0.786
H 2.295 2.520 2.517
H 1.586 4.142 4.302
H -1.381 5.738 1.703
H -0.695 4.132 -0.092
Se -5.185 -1.674 -1.396
Sb -2.844 -2.226 -1.736
Se -1.928 -1.378 0.616
Se -1.889 -1.251 -3.741
Se -2.041 -4.478 -1.305
```

Calculated values
E_HOMO (spin up / spin down) = -0.287 / -0.287 Ha
Orbital gap (spin up / spin down) = 3.7 / 3.7 eV


x.
ORCA calculation (wB97M-V/def2-TZVPD) on a molecular structure, C23H19N5O4S3SbSe4Tc.

XYZ file:
```
60
C23H19N5O4S3SbSe4Tc (wB97M-V/def2-TZVPD)
Tc -0.300 1.297 -0.113
N -4.487 2.047 -1.771
C -3.390 1.676 -1.072
S -2.060 2.818 -0.971
N -3.359 0.589 -0.404
N -2.176 0.341 0.307
C -2.367 -0.658 1.116
C -1.391 -1.431 1.792
C -1.781 -2.616 2.442
C -0.831 -3.516 2.854
C 0.528 -3.250 2.642
C 0.935 -2.077 2.047
C -0.031 -1.173 1.613
O 0.362 -0.077 0.961
H -4.367 2.674 -2.550
H -5.195 1.338 -1.885
H -3.393 -1.008 1.175
H -2.837 -2.834 2.552
H -1.125 -4.461 3.287
H 1.266 -3.999 2.888
H 1.977 -1.884 1.834
S 0.975 4.440 2.828
C -0.737 4.470 2.803
C -1.261 3.632 1.872
C -0.256 2.922 1.143
C 1.004 3.284 1.568
C 2.174 2.619 1.044
C 3.485 2.855 1.424
C 4.489 2.067 0.887
C 4.156 1.058 0.000
C 2.829 0.891 -0.350
N 1.862 1.665 0.141
H -1.267 5.111 3.489
H -2.324 3.524 1.718
H 3.704 3.633 2.142
H 5.519 2.229 1.173
H 4.903 0.405 -0.425
H 2.519 0.105 -1.017
N -0.439 0.248 -2.055
C -0.162 -1.163 -1.838
C -1.157 -2.021 -1.400
C -0.814 -3.300 -0.972
C 0.506 -3.711 -0.985
C 1.473 -2.894 -1.565
C 1.141 -1.627 -2.001
S 1.022 -5.231 -0.171
O 2.144 -4.766 0.641
O -0.144 -5.614 0.610
O 1.383 -6.126 -1.247
H -1.359 0.374 -2.478
H 0.235 0.611 -2.743
H -2.186 -1.684 -1.362
H -1.560 -3.972 -0.566
H 2.491 -3.256 -1.636
H 1.877 -0.989 -2.476
Se 2.063 2.032 -3.403
Sb -1.331 3.586 -3.387
Se 0.799 3.138 -1.907
Se -1.999 1.774 -4.740
Se -1.738 5.884 -3.502
```

Calculated values
E_HOMO (spin up / spin down) = -0.301 / -0.301 Ha
Orbital gap (spin up / spin down) = 5.1 / 5.1 eV


The structure with the most favorable energy is x; the runner-up is 1.446 eV above it.


w.
ORCA calculation (wB97M-V/def2-TZVPD) on 2 unconnected molecules or ions with the total composition C5H13NO2.

XYZ file:
```
21
C5H13NO2 (wB97M-V/def2-TZVPD)
O 0.332 3.056 1.457
C 0.642 2.080 2.056
N 1.312 1.110 1.414
C 1.278 0.857 -0.049
C 0.548 -0.373 -0.397
C 0.021 -0.435 -1.884
C -0.607 -1.799 -1.987
H 0.443 1.947 3.067
H 1.625 0.195 1.974
H 2.328 1.053 -0.461
H 0.588 1.561 -0.637
H -0.346 -0.613 0.329
H 1.176 -1.237 -0.324
H -0.723 0.337 -2.065
H 0.903 -0.266 -2.509
H 0.207 -2.569 -2.344
H -1.067 -1.907 -1.036
H -1.367 -1.919 -2.671
H -3.113 -0.032 2.276
H -2.015 -0.890 1.673
O -2.165 -0.155 2.117
```

Calculated values
E_HOMO (spin up / spin down) = -0.564 / -0.564 Ha
Orbital gap (spin up / spin down) = 11.8 / 6.3 eV
Total charge = +1
Expectation value of S² = 0.77
Spin multiplicity = 2


x.
ORCA calculation (wB97M-V/def2-TZVPD) on 3 unconnected molecules or ions with the total composition C5H13NO2.

XYZ file:
```
21
C5H13NO2 (wB97M-V/def2-TZVPD)
C -2.798 0.564 0.433
N -1.926 -0.149 -0.437
C 1.770 0.296 -1.590
C 0.473 -0.121 -0.933
C -0.819 0.499 -0.823
C 0.192 0.843 0.370
O 0.590 0.285 1.490
H -2.536 0.304 1.455
H -2.669 1.643 0.311
H -3.804 0.207 0.204
H -1.374 -3.634 0.933
H 2.592 -0.043 -0.974
H 1.821 -0.137 -2.591
H 1.906 1.364 -1.667
H -1.631 -2.941 0.980
H 0.384 -1.194 -0.809
H -1.050 1.365 -1.489
H 0.440 1.917 0.335
H 1.507 -0.073 1.477
H 3.712 -0.839 1.912
O 3.220 -0.156 1.412
```

Calculated values
E_HOMO (spin up / spin down) = -0.528 / -0.522 Ha
Orbital gap (spin up / spin down) = 7.4 / 7.3 eV
Total charge = +1
Expectation value of S² = 1.36
Spin multiplicity = 2


y.
ORCA calculation (wB97M-V/def2-TZVPD) on 2 unconnected molecules or ions with the total composition C5H13NO2.

XYZ file:
```
21
C5H13NO2 (wB97M-V/def2-TZVPD)
C 2.038 -1.550 0.788
C 0.957 -1.221 -0.165
N -0.216 -0.687 0.376
C -0.438 0.828 -1.692
C -1.183 -0.121 -0.571
C -2.327 0.702 0.021
O 1.040 -1.423 -1.288
H 2.566 -2.506 0.397
H 2.810 -0.728 0.819
H 1.688 -1.813 1.826
H -0.196 -0.456 1.281
H -0.265 1.912 -1.342
H 0.471 0.342 -1.967
H -1.165 0.848 -2.553
H -1.625 -1.055 -0.990
H -2.987 -0.005 0.652
H -3.024 1.056 -0.722
H -1.994 1.576 0.710
H 1.368 1.529 2.300
H 0.963 1.152 0.749
O 1.521 1.618 1.372
```

Calculated values
E_HOMO (spin up / spin down) = -0.581 / -0.578 Ha
Orbital gap (spin up / spin down) = 12.7 / 6.6 eV
Total charge = +1
Expectation value of S² = 0.76
Spin multiplicity = 2


The structure with the most favorable energy is y; the runner-up is 0.634 eV above it.


w.
ORCA calculation (wB97M-V/def2-TZVPD) on C13H19NO in the gas phase.

XYZ file:
```
34
C13H19NO (wB97M-V/def2-TZVPD)
C -0.459 -1.609 -0.930
C -0.588 -0.206 -0.422
C -1.814 0.463 -1.034
N -0.707 -0.164 1.078
C -1.720 -0.949 1.787
C 0.536 0.125 1.819
O 1.372 -1.038 1.597
C 2.779 -0.787 1.700
C 3.182 0.199 0.556
C 2.361 1.490 0.615
C 2.755 2.707 0.006
C 1.950 3.848 0.074
C 0.738 3.785 0.754
C 0.336 2.600 1.409
C 1.111 1.446 1.301
H -0.229 -1.552 -1.996
H -1.381 -2.141 -0.758
H 0.329 -2.101 -0.388
H 0.282 0.345 -0.759
H -1.913 1.427 -0.607
H -2.711 -0.106 -0.826
H -1.676 0.557 -2.154
H -1.887 -0.539 2.798
H -1.353 -1.960 1.895
H -2.648 -0.894 1.255
H 0.355 0.225 2.911
H 3.004 -0.318 2.666
H 3.352 -1.727 1.706
H 2.957 -0.270 -0.422
H 4.228 0.443 0.602
H 3.667 2.764 -0.541
H 2.318 4.754 -0.418
H 0.084 4.650 0.826
H -0.618 2.522 1.894
```

Calculated values
E_HOMO = -0.295 Ha
Orbital gap = 9.0 eV
SMILES = CC(C)N(C)[C@H]1OCCc2ccccc21


x.
ORCA calculation (wB97M-V/def2-TZVPD) on C13H19NO in the gas phase.

XYZ file:
```
34
C13H19NO (wB97M-V/def2-TZVPD)
C -0.421 2.141 -0.120
C -0.368 1.125 -1.082
C 0.254 2.159 1.078
C -1.727 0.668 -1.627
C 1.068 1.121 1.636
C -0.550 -0.962 1.686
C -2.986 0.536 -0.768
C 0.954 0.421 -1.309
C 0.792 -0.397 1.169
C 1.279 -0.704 -0.300
C -1.876 -0.781 1.100
C 0.593 -2.032 -0.575
C 2.866 -0.668 -0.301
N -2.917 -0.215 0.442
O -2.488 -1.686 0.334
H -1.149 2.883 -0.293
H 1.744 1.212 -1.374
H 0.061 2.976 1.708
H -1.996 1.419 -2.558
H -1.539 -0.267 -2.169
H 2.213 1.119 1.550
H 0.944 1.036 2.772
H -0.530 -2.163 1.691
H -0.455 -0.571 2.683
H -3.462 1.571 -0.609
H -3.659 0.000 -1.413
H 0.914 -0.033 -2.341
H 1.476 -0.949 1.711
H 1.027 -2.720 0.188
H 0.741 -2.436 -1.572
H -0.432 -1.862 -0.369
H 3.045 -0.680 -1.285
H 3.234 -1.545 0.265
H 3.352 0.283 0.048
```

Calculated values
E_HOMO (spin up / spin down) = -0.255 / -0.237 Ha
Orbital gap (spin up / spin down) = 7.7 / 6.5 eV


The structure with the most favorable energy is w; the runner-up is 7.846 eV above it.


w.
ORCA calculation (wB97M-V/def2-TZVPD) on C2H9NP2 in the gas phase.

XYZ file:
```
14
C2H9NP2 (wB97M-V/def2-TZVPD)
C 2.386 -0.329 -0.405
N 1.459 0.456 0.333
P -0.025 1.003 -0.726
C -1.312 -0.338 -0.262
P -3.003 0.195 0.457
H 1.978 -0.572 -1.256
H 3.434 0.154 -0.388
H 2.481 -1.313 0.185
H 1.877 1.393 0.438
H -0.282 2.109 0.078
H -1.594 -1.034 -1.101
H -0.781 -0.866 0.532
H -2.841 0.184 1.829
H -3.778 -1.043 0.284
```

Calculated values
E_HOMO = -0.311 Ha
Orbital gap = 9.5 eV
SMILES = CNPCP


x.
ORCA calculation (wB97M-V/def2-TZVPD) on C2H9NP2 in the gas phase.

XYZ file:
```
14
C2H9NP2 (wB97M-V/def2-TZVPD)
C 1.492 -1.178 -0.742
P -0.367 -1.219 -0.976
N -0.811 0.286 -0.234
C -1.084 0.005 1.414
P -0.120 1.811 -0.435
H 1.771 -1.198 0.316
H 1.831 -0.230 -1.207
H 1.958 -2.050 -1.297
H -0.185 -0.883 -2.460
H -1.465 -1.114 1.526
H -0.142 0.167 1.797
H -1.904 0.688 1.837
H 0.184 2.024 0.881
H -1.157 2.890 -0.422
```

Calculated values
E_HOMO = -0.318 Ha
Orbital gap = 9.6 eV
SMILES = CPN(C)P


The structure with the most favorable energy is x; the runner-up is 0.355 eV above it.